11
Properties=species:S:1:pos:R:3 method="wB97M-V/def2-TZVPD" e_lumo_ev=0.27 smiles=Nn1cncc1I multiplicity=1 e_above_lowest_kcal_mol=25.8 homo_lumo_gap_ev=8.99
N 0.3595 -0.9506 -1.1457
N 0.3535 -0.0411 -0.0225
C -0.4515 1.0097 0.1265
N -0.3107 1.6070 1.2718
C 0.6728 0.9741 1.9168
C 1.0982 -0.0506 1.1099
I 2.6365 -1.4570 1.1009
H 0.0467 -1.8822 -0.7235
H 1.3321 -1.1533 -1.2961
H -1.1362 1.4512 -0.5703
H 0.9576 1.1432 3.0220

***

82
Properties=species:S:1:pos:R:3 method="wB97M-V/def2-TZVPD" total_charge=-1 e_lumo_ev=2.10 multiplicity=1 e_above_lowest_kcal_mol=22.3 homo_lumo_gap_ev=6.09
Cs -0.3240 0.0043 0.9342
C -1.6802 4.6214 1.9802
As -0.9735 2.9208 2.6307
C -2.6723 2.2173 3.3412
C -0.3273 3.4631 4.4203
C -0.4914 4.7400 4.9598
C -0.0472 5.0362 6.2431
C 0.5627 4.0486 7.0105
C 0.7345 2.7748 6.4798
C 0.3034 2.4717 5.1877
As 0.5852 0.6746 4.4037
C 0.0383 -0.3754 5.9655
C 2.5239 0.6386 4.6827
H -2.4553 5.0230 2.6329
H -2.1020 4.4221 0.9928
H -0.8769 5.3459 1.8776
H -3.0874 2.9250 4.0539
H -2.4921 1.2698 3.8466
H -3.3648 2.0440 2.5193
H -0.9698 5.5162 4.3733
H -0.1826 6.0338 6.6459
H 0.9080 4.2694 8.0136
H 1.2215 2.0172 7.0814
H 0.6592 -0.1744 6.8361
H 0.0996 -1.4326 5.7175
H -0.9946 -0.1278 6.1958
H 2.7693 0.7709 5.7368
H 2.9572 1.4572 4.1103
H 2.9301 -0.3038 4.3168
C -2.4308 -0.2833 -4.5924
C -1.6758 -1.3319 -5.4106
C -1.0284 -0.6294 -6.6122
C -2.6866 -2.3717 -5.9171
C -0.6112 -2.0443 -4.5698
C 0.2972 -2.9222 -5.1870
C 1.2594 -3.6091 -4.4639
C 1.3310 -3.3998 -3.0871
S 2.4151 -4.0470 -1.9031
C 1.6228 -3.0723 -0.6275
N 0.6420 -2.3632 -1.0828
C 0.4411 -2.5362 -2.4519
C -0.5323 -1.8674 -3.1972
C 2.0911 -3.1342 0.7896
C 3.1692 -3.9861 1.1032
C 3.6133 -4.1123 2.4081
C 2.9473 -3.3997 3.4040
C 1.8806 -2.5738 3.0612
C 1.3911 -2.3641 1.7502
H -3.1375 0.2460 -5.2391
H -1.7500 0.4573 -4.1589
H -3.0022 -0.7311 -3.7765
H -1.7912 -0.0705 -7.1681
H -0.5615 -1.3369 -7.3047
H -0.2562 0.0755 -6.2828
H -3.4731 -1.8835 -6.5059
H -3.1578 -2.8925 -5.0770
H -2.1983 -3.1203 -6.5497
H 0.2523 -3.0750 -6.2619
H 1.9548 -4.2754 -4.9666
H -1.1991 -1.1910 -2.6708
H 3.6699 -4.5624 0.3268
H 4.4458 -4.7618 2.6490
H 3.2634 -3.4992 4.4419
H 1.3829 -2.0627 3.8835
Br 2.6772 -0.7044 -6.2200
C 2.3129 -0.1416 -4.4510
C 1.3458 0.8141 -4.2174
C 1.1337 1.2039 -2.8990
N 1.8107 0.6981 -1.8633
C 2.7202 -0.2446 -2.1236
C 3.0108 -0.7019 -3.4024
H 0.7683 1.2446 -5.0267
H 0.3694 1.9441 -2.6670
H 3.2344 -0.6731 -1.2655
H 3.7419 -1.4812 -3.5604
F -5.0572 1.3115 -1.3815
C -4.0250 0.8334 -0.6800
F -4.4952 0.3898 0.5010
F -3.5339 -0.2510 -1.3415
C -2.8849 1.8618 -0.4922
O -2.8408 2.7750 -1.3252
O -2.1180 1.5611 0.4731

***

84
Properties=species:S:1:pos:R:3 method="wB97M-V/def2-TZVPD" total_charge=+3 e_lumo_ev=-8.37 multiplicity=1 e_above_lowest_kcal_mol=28.5 homo_lumo_gap_ev=7.16
Hf -0.7054 0.4270 1.6064
N 0.1683 -1.5858 0.9981
C -0.7399 -2.7062 1.3574
C -2.0994 -2.3461 0.8101
N -2.5646 -1.0532 1.4169
C -3.2394 -1.3623 2.7173
C -3.1413 -0.2474 3.7461
N -1.7624 0.2942 3.7419
C -3.4973 -0.4057 0.4491
C -3.9379 0.9644 0.9170
N -2.7381 1.7614 1.3246
H 0.3622 -1.6867 -0.0135
H 1.0549 -1.7064 1.4845
H -0.7489 -2.8247 2.4429
H -0.4001 -3.6462 0.9228
H -2.8391 -3.1303 0.9828
H -2.0060 -2.2000 -0.2663
H -2.7616 -2.2533 3.1245
H -4.2851 -1.6211 2.5330
H -3.4041 -0.6476 4.7258
H -3.8316 0.5681 3.5500
H -1.1518 -0.3366 4.2636
H -1.7361 1.1622 4.2733
H -4.3656 -1.0462 0.2723
H -2.9549 -0.3113 -0.4935
H -4.6228 0.8976 1.7576
H -4.4843 1.4619 0.1163
H -2.9960 2.3973 2.0741
H -2.4878 2.3626 0.5439
O -0.6538 0.9765 -0.4178
S -0.0785 1.9494 -1.5077
C -0.4973 1.2348 -3.1209
C 0.4816 0.2748 -3.7892
C -0.1969 -0.6382 -4.8202
C -1.2875 -1.5930 -4.3436
S -0.8565 -2.7542 -3.0289
O -0.3808 -1.8871 -1.8776
C 0.5665 -3.5202 -3.7640
C 1.8430 -3.1103 -3.4105
C 2.9306 -3.7350 -4.0051
C 2.7306 -4.7486 -4.9321
C 1.4448 -5.1548 -5.2675
C 0.3495 -4.5474 -4.6740
C 1.6825 1.8159 -1.3751
C 2.2273 1.3671 -0.1837
C 3.6032 1.3472 -0.0233
C 4.4163 1.8012 -1.0532
C 3.8578 2.2884 -2.2290
C 2.4820 2.3081 -2.3996
H -0.6805 2.1320 -3.7188
H -1.4755 0.7892 -2.9228
H 0.9934 -0.3154 -3.0361
H 1.2357 0.8458 -4.3291
H 0.5940 -1.2161 -5.3008
H -0.6424 -0.0301 -5.6127
H -1.6066 -2.2192 -5.1804
H -2.1838 -1.0888 -3.9721
H 1.9785 -2.3279 -2.6749
H 3.9356 -3.4331 -3.7427
H 3.5820 -5.2342 -5.3892
H 1.2959 -5.9540 -5.9804
H -0.6555 -4.8745 -4.9151
H 1.5742 1.0794 0.6302
H 4.0369 0.9935 0.9025
H 5.4911 1.7935 -0.9331
H 4.4961 2.6570 -3.0203
H 2.0564 2.7041 -3.3127
Cl 2.6544 4.3984 6.3682
C 2.0894 3.1296 5.3631
C 2.4456 1.8366 5.6295
C 2.0071 0.7767 4.8015
I 2.5566 -1.1751 5.2224
C 1.2109 1.0401 3.7196
O 0.7721 0.0984 2.8467
C 0.8077 2.3626 3.4548
N -0.0299 2.5377 2.3753
C -0.3764 3.7802 2.0594
C 0.0389 4.8998 2.7790
C 0.8394 4.7282 3.8833
C 1.2498 3.4337 4.2530
H 3.0801 1.6249 6.4793
H -1.0074 3.9110 1.1873
H -0.2768 5.8831 2.4621
H 1.1647 5.5788 4.4680

***

23
Properties=species:S:1:pos:R:3 method="wB97M-V/def2-TZVPD" e_lumo_ev=-0.57 multiplicity=1 e_above_lowest_kcal_mol=91.4 homo_lumo_gap_ev=7.15
C 2.0148 -2.3229 0.2606
C 0.4991 -2.1485 0.2391
C -0.2045 -0.9991 0.2302
C -1.7504 -1.0234 0.1501
C -2.1103 0.2597 0.1854
C -3.5107 0.8694 0.2525
N -4.3516 0.2462 -0.7409
O -5.2963 -0.3231 -0.1144
O -1.1047 1.1257 0.1098
C 0.1280 0.4231 0.1578
C 1.1829 1.1923 -0.2976
C 1.2734 2.7418 -0.2755
F 2.4052 0.6409 -0.6144
H 2.3918 -2.4107 -0.7482
H 2.0717 -3.3317 0.7400
H 2.4153 -1.5158 0.8497
H -0.2417 -2.9922 0.1542
H -2.2012 -1.9077 0.3986
H -3.3750 1.8859 0.1404
H -3.9890 0.7009 1.2390
H 2.0110 3.1153 0.5197
H 1.6313 2.9171 -1.2066
H 0.3407 3.2745 -0.1145

***

111
Properties=species:S:1:pos:R:3 method="wB97M-V/def2-TZVPD" s2=0.75 e_lumo_ev="0.46 / 0.42" multiplicity=2 homo_lumo_gap_ev="2.83 / 9.77"
C -1.8977 4.1484 -0.0537
C -0.5333 4.2468 -0.7760
C 0.4685 3.0912 -0.3947
N 1.6230 2.7937 -1.3906
C 0.9912 1.9981 -2.6468
C 2.0539 1.7574 -3.7489
C 2.7847 3.0331 -4.1661
C 3.5519 3.7222 -2.9568
C 2.5205 4.0286 -1.7916
C 2.5679 1.8268 -0.7059
H -2.3966 3.2490 -0.4145
H -2.5119 4.9785 -0.4028
H -1.8464 4.2006 1.0338
H -0.0804 5.1917 -0.4761
H -0.6029 4.2996 -1.8625
H -0.0944 2.1602 -0.3289
H 0.9750 3.3544 0.5339
H 0.2233 2.6874 -2.9978
H 0.4489 1.1099 -2.3225
H 1.6367 1.3195 -4.6557
H 2.7510 1.0559 -3.2905
H 2.0508 3.7421 -4.5493
H 3.4123 2.8498 -5.0383
H 3.8869 4.7138 -3.2612
H 4.3818 3.0675 -2.6908
H 1.7671 4.6560 -2.2678
H 2.9219 4.5229 -0.9069
H 2.8206 2.4096 0.1799
H 3.2493 1.4200 -1.4531
H 2.1003 0.9168 -0.3300
C -0.1211 -2.8214 6.1625
C 0.1279 -2.1784 4.7626
C 1.4993 -1.4239 4.6562
N 1.8024 -0.8691 3.2339
C 2.9193 0.2524 3.2954
C 4.3017 -0.3515 3.6271
C 4.6006 -1.5403 2.7224
C 3.6096 -2.6861 2.6478
C 2.2548 -2.1111 2.2722
C 0.6337 -0.2913 2.5008
H 0.2441 -3.8482 6.1419
H -1.1837 -2.9641 6.3590
H 0.2338 -2.2167 6.9970
H -0.6549 -1.4833 4.4591
H 0.0059 -2.9574 4.0100
H 2.3360 -2.0511 4.9638
H 1.3479 -0.5785 5.3273
H 2.5944 0.9393 4.0769
H 2.9777 0.8200 2.3667
H 4.3900 -0.6413 4.6741
H 5.0368 0.4403 3.4827
H 5.5947 -1.9781 2.8122
H 4.7807 -1.2393 1.6903
H 3.5413 -3.1950 3.6093
H 3.7308 -3.4340 1.8642
H 1.4157 -2.8065 2.2910
H 2.3303 -1.8403 1.2190
H -0.1210 -1.0222 2.2105
H 1.0402 -0.0903 1.5096
H 0.2044 0.6003 2.9579
N 0.5901 -0.9752 -0.9181
S 1.1297 -2.0484 -1.7861
O 1.3912 -1.6922 -3.2276
O 1.0113 -3.4819 -1.4803
F 2.6429 -1.7376 -1.1653
S -0.9935 -1.4331 -1.1398
O -1.6673 -2.0892 -0.0256
O -1.4670 -1.6590 -2.5015
F -1.5922 0.0487 -0.8877
C -4.6053 3.3029 6.8978
C -5.0133 1.8304 6.5878
O -4.8172 1.5133 5.2034
C -3.9659 0.5056 4.8710
O -3.4084 -0.4222 5.4916
O -3.8818 0.5278 3.5393
C -3.3279 -0.6347 2.8562
H -4.3977 3.5451 7.9401
H -5.4171 4.0125 6.7381
H -3.8594 3.7126 6.2169
H -6.0540 1.5503 6.7513
H -4.4236 1.2467 7.2947
H -3.5653 -0.8622 1.8170
H -3.7930 -1.4334 3.4340
H -2.2705 -0.7120 3.1092
C -1.6695 -3.9208 -5.1134
C -0.3493 -4.5930 -4.9539
O -0.1895 -5.7250 -5.7601
C 0.7754 -6.6481 -5.4318
O 1.4598 -6.6958 -4.4243
O 0.7299 -7.6169 -6.3791
C 1.5550 -8.7217 -6.3854
H -1.8493 -4.0475 -6.1810
H -1.6916 -2.8559 -4.8817
H -2.5190 -4.4243 -4.6521
H -0.2721 -4.9139 -3.9151
H 0.5372 -3.9884 -5.1451
H 1.0440 -9.4419 -7.0243
H 1.7598 -9.0962 -5.3824
H 2.5345 -8.5107 -6.8144
F -4.2639 1.1930 -1.7755
C -3.8099 2.2296 -2.4873
C -2.8022 2.0785 -3.4006
C -2.4525 3.1596 -4.1993
C -3.0310 4.3921 -3.9157
C -3.9651 4.6192 -2.8679
C -4.4107 3.4769 -2.2042
H -2.3074 1.1309 -3.5544
H -1.7037 3.0097 -4.9630
H -2.8027 5.1837 -4.6140
H -4.1930 5.6464 -2.6245
H -5.0548 3.4815 -1.3373

***

12
Properties=species:S:1:pos:R:3 method="wB97M-V/def2-TZVPD" total_charge=-1 e_lumo_ev=3.97 multiplicity=1 e_above_lowest_kcal_mol=75.3 homo_lumo_gap_ev=6.34
C -0.5436 2.7441 -0.7831
O -1.4590 3.5377 -0.8250
H 0.1211 2.6755 0.0887
H -0.4332 1.9489 -1.5321
H -5.2839 -2.7926 1.1654
C 2.3245 -1.4659 -0.0549
C 2.0125 -0.1348 0.1162
O 0.8819 0.4324 0.0674
H 3.3607 -1.7652 -0.0920
H 1.5855 -2.2439 0.1132
H 2.9355 0.4886 0.2319
H -5.5019 -3.4249 1.5044